# 1
# C7H10N2O3

An isolated molecule of C7H10N2O3 (wB97M-V/def2-TZVPD, OMol25).

Each atom is followed by the atoms it is bonded to, with distances in Å.
Cartesian coordinates (Å):
1 O -2.6355 0.7725 -1.1452  C2 1.245
2 C -1.4710 0.6609 -0.7190  O1 1.245, N3 1.373, C10 1.579
3 N -0.6169 1.6157 -0.2250  C2 1.373, C4 1.522, H13 0.946
4 C 0.4602 0.9274 0.6019  N3 1.522, C5 1.467, N9 1.380, H14 1.132
5 C 1.7409 1.5954 0.3430  C4 1.467, C6 1.500, H15 1.121, H16 1.088
6 C 2.5935 0.3663 0.2334  C5 1.500, C7 1.597, H17 1.061, H18 1.061
7 C 1.6594 -0.8044 -0.3207  C6 1.597, O8 1.200, N9 1.360
8 O 2.0114 -1.8000 -0.8911  C7 1.200
9 N 0.4432 -0.3540 0.0888  C4 1.380, C7 1.360, C10 1.468
10 C -0.7918 -0.7592 -0.5932  C2 1.579, N9 1.468, C11 1.522, H19 1.066
11 C -1.4796 -1.5637 0.5004  C10 1.522, O12 1.406, H20 1.066, H21 1.074
12 O -1.6356 -0.7231 1.6169  C11 1.406, H22 0.989
13 H -1.0263 2.4243 0.0466  N3 0.946
14 H 0.0600 0.7418 1.6443  C4 1.132
15 H 1.9815 2.2502 1.2201  C5 1.121
16 H 1.5888 2.2687 -0.4979  C5 1.088
17 H 3.1230 0.1019 1.1137  C6 1.061
18 H 3.3985 0.5316 -0.4383  C6 1.061
19 H -0.5147 -1.2033 -1.5215  C10 1.066
20 H -0.7950 -2.3412 0.7513  C11 1.066
21 H -2.3656 -2.0093 0.0877  C11 1.074
22 H -2.4259 -0.1293 1.6271  O12 0.989

Calculated values
SMILES string: O=C1N[C@@H]2CCC(=O)N2[C@H]1CO
2S+1: 1
HOMO energy: -0.3527 hartree
Calculated total energy: -607.9540 a.u.
Relative energy (zero: lowest compared OMol25 entry of this formula, charge and spin): 1.181 eV



# 2
# C3H3F3O

A cluster of 2 separate species, C3H3F3O in total (wB97M-V/def2-TZVPD, OMol25).

Each atom is followed by the atoms it is bonded to, with distances in Å.
Cartesian coordinates (Å):
1 C -0.1712 -0.2295 -1.8929  C2 1.292, H8 1.087, H9 1.076
2 C -0.7412 -0.5083 -0.7677  C1 1.292, F5 1.307
3 C 0.7841 -0.3077 2.8580  O4 1.314, F6 1.354, F7 1.356
4 O -0.2727 0.2084 3.4443  C3 1.314, H10 0.975
5 F -0.8288 -1.5495 0.0174  C2 1.307
6 F 1.9848 0.1608 3.2720  C3 1.354
7 F 0.8641 -1.6611 2.8439  C3 1.356
8 H 0.4260 -0.9323 -2.4688  C1 1.087
9 H -0.2790 0.7530 -2.3176  C1 1.076
10 H -0.2148 0.2968 4.4135  O4 0.975

Calculated values
2S+1: 1
HOMO energy (alpha / beta): -0.3478 / -0.3448 hartree
Calculated total energy: -490.7612 a.u.
Relative energy (zero: lowest compared OMol25 entry of this formula, charge and spin): 5.158 eV



# 3
# C5H6ClNO

An isolated molecule of C5H6ClNO (wB97M-V/def2-TZVPD, OMol25).

Each atom is followed by the atoms it is bonded to, with distances in Å.
Cartesian coordinates (Å):
1 C 1.5654 -0.0143 -0.0253  C2 1.294, C3 1.505, H9 1.103
2 C 1.0493 0.4028 1.0853  C1 1.294, Cl8 1.637
3 C 0.5744 -0.1584 -1.1483  C1 1.505, C4 1.593, H10 1.150, H11 1.104
4 C -0.9898 -0.1933 -0.8505  C3 1.593, C5 1.524, H12 0.989, H13 1.082
5 C -1.0162 0.5380 0.4859  C4 1.524, N6 1.374, H14 1.165
6 N -1.4515 -0.0869 1.6295  C5 1.374, O7 1.254
7 O -1.5994 -1.3315 1.6798  N6 1.254
8 Cl 1.3972 0.7299 2.6507  C2 1.637
9 H 2.6107 -0.2461 -0.2923  C1 1.103
10 H 0.8215 0.8040 -1.7281  C3 1.150
11 H 0.9304 -1.0081 -1.7559  C3 1.104
12 H -1.4864 0.0598 -1.6676  C4 0.989
13 H -1.2957 -1.1944 -0.5768  C4 1.082
14 H -1.1099 1.6986 0.5137  C5 1.165

Calculated values
2S+1: 1
HOMO energy (alpha / beta): -0.3152 / -0.3153 hartree
Calculated total energy: -784.0962 a.u.
Relative energy (zero: lowest compared OMol25 entry of this formula, charge and spin): 6.139 eV



# 4
# C3H7N2S

The ion C3H7N2S with charge +1 (wB97M-V/def2-TZVPD, OMol25).

Each atom is followed by the atoms it is bonded to, with distances in Å.
Cartesian coordinates (Å):
1 H -2.2575 0.7314 -1.2459  N2 1.016
2 N -1.3467 0.5581 -0.8307  H1 1.016, C3 1.251
3 C -1.2747 0.5495 0.4180  N2 1.251, C4 1.503, H8 1.093
4 C 0.0746 0.2732 1.0202  C3 1.503, N5 1.496, H9 1.094, H10 1.094
5 N 1.0665 0.1173 -0.0887  C4 1.496, C6 1.485, H11 1.032, H12 1.029
6 C 0.8112 -1.0659 -0.9484  N5 1.485, S7 1.594, H13 1.082
7 S 1.4828 -2.4703 -0.6064  C6 1.594
8 H -2.0844 0.7073 1.1348  C3 1.093
9 H 0.3783 1.0966 1.6725  C4 1.094
10 H 0.0350 -0.6490 1.6083  C4 1.094
11 H 0.9722 0.9568 -0.6814  N5 1.032
12 H 2.0139 0.0422 0.3066  N5 1.029
13 H 0.1288 -0.8471 -1.7590  C6 1.082

Calculated values
SMILES string: [H]/N=C/C[NH2+]C=S
2S+1: 1
HOMO energy: -0.5144 hartree
Total charge: +1
Calculated total energy: -625.9027 a.u.
Relative energy (zero: lowest compared OMol25 entry of this formula, charge and spin): 1.890 eV



Number 2 is which compound?
C3H3F3O



Repeat the third record exactly.
# C5H6ClNO

An isolated molecule of C5H6ClNO (wB97M-V/def2-TZVPD, OMol25).

Each atom is followed by the atoms it is bonded to, with distances in Å.
Cartesian coordinates (Å):
1 C 1.5654 -0.0143 -0.0253  C2 1.294, C3 1.505, H9 1.103
2 C 1.0493 0.4028 1.0853  C1 1.294, Cl8 1.637
3 C 0.5744 -0.1584 -1.1483  C1 1.505, C4 1.593, H10 1.150, H11 1.104
4 C -0.9898 -0.1933 -0.8505  C3 1.593, C5 1.524, H12 0.989, H13 1.082
5 C -1.0162 0.5380 0.4859  C4 1.524, N6 1.374, H14 1.165
6 N -1.4515 -0.0869 1.6295  C5 1.374, O7 1.254
7 O -1.5994 -1.3315 1.6798  N6 1.254
8 Cl 1.3972 0.7299 2.6507  C2 1.637
9 H 2.6107 -0.2461 -0.2923  C1 1.103
10 H 0.8215 0.8040 -1.7281  C3 1.150
11 H 0.9304 -1.0081 -1.7559  C3 1.104
12 H -1.4864 0.0598 -1.6676  C4 0.989
13 H -1.2957 -1.1944 -0.5768  C4 1.082
14 H -1.1099 1.6986 0.5137  C5 1.165

Calculated values
2S+1: 1
HOMO energy (alpha / beta): -0.3152 / -0.3153 hartree
Calculated total energy: -784.0962 a.u.
Relative energy (zero: lowest compared OMol25 entry of this formula, charge and spin): 6.139 eV



Copy entry 2 word for word.
# C3H3F3O

A cluster of 2 separate species, C3H3F3O in total (wB97M-V/def2-TZVPD, OMol25).

Each atom is followed by the atoms it is bonded to, with distances in Å.
Cartesian coordinates (Å):
1 C -0.1712 -0.2295 -1.8929  C2 1.292, H8 1.087, H9 1.076
2 C -0.7412 -0.5083 -0.7677  C1 1.292, F5 1.307
3 C 0.7841 -0.3077 2.8580  O4 1.314, F6 1.354, F7 1.356
4 O -0.2727 0.2084 3.4443  C3 1.314, H10 0.975
5 F -0.8288 -1.5495 0.0174  C2 1.307
6 F 1.9848 0.1608 3.2720  C3 1.354
7 F 0.8641 -1.6611 2.8439  C3 1.356
8 H 0.4260 -0.9323 -2.4688  C1 1.087
9 H -0.2790 0.7530 -2.3176  C1 1.076
10 H -0.2148 0.2968 4.4135  O4 0.975

Calculated values
2S+1: 1
HOMO energy (alpha / beta): -0.3478 / -0.3448 hartree
Calculated total energy: -490.7612 a.u.
Relative energy (zero: lowest compared OMol25 entry of this formula, charge and spin): 5.158 eV